Formula: C32H24CdCl2N8O3S2
Source: the OMol25 dataset
Level of theory: ωB97M-V/def2-TZVPD

Geometry (Å):
Cd: 0.28 -0.07 -0.22
Cl: -3.27 5.76 0.18
C: -2.29 4.40 0.61
C: -1.67 3.67 -0.39
C: -0.83 2.60 -0.08
N: -0.18 1.84 -1.04
C: 0.19 2.34 -2.22
O: 0.03 3.49 -2.64
C: 0.92 1.35 -3.10
C: 1.52 1.85 -4.25
C: 2.14 0.97 -5.12
C: 2.12 -0.38 -4.81
C: 1.50 -0.78 -3.64
N: 0.92 0.05 -2.79
C: -0.65 2.23 1.28
C: -1.31 2.96 2.26
C: -2.11 4.04 1.94
Cl: -2.86 4.95 3.20
N: 0.14 1.14 1.54
C: 0.70 0.93 2.73
O: 0.76 1.67 3.71
C: 1.39 -0.41 2.85
C: 2.35 -0.58 3.85
C: 2.94 -1.81 4.02
C: 2.52 -2.86 3.20
C: 1.57 -2.60 2.23
N: 1.02 -1.40 2.04
H: -1.81 3.95 -1.42
H: 1.47 2.91 -4.44
H: 2.61 1.32 -6.03
H: 2.56 -1.11 -5.47
H: 1.48 -1.83 -3.37
H: -1.17 2.70 3.30
H: 2.60 0.27 4.47
H: 3.70 -1.96 4.77
H: 2.93 -3.85 3.30
H: 1.23 -3.40 1.58
C: -1.78 -2.99 -1.75
C: -0.34 -3.24 -1.50
N: 0.50 -2.38 -1.04
C: 1.78 -2.85 -0.98
C: 1.91 -4.15 -1.41
S: 0.39 -4.78 -1.89
C: 2.85 -1.98 -0.55
C: 4.16 -2.33 -0.32
S: 5.06 -0.95 0.16
C: 3.62 0.02 0.03
N: 2.59 -0.66 -0.34
C: 3.59 1.45 0.38
H: -1.93 -1.92 -1.91
H: -2.37 -3.30 -0.89
H: -2.11 -3.54 -2.62
H: 2.79 -4.74 -1.48
H: 4.61 -3.29 -0.40
H: 4.59 1.81 0.62
H: 2.94 1.58 1.24
H: 3.17 2.04 -0.43
N: -5.05 2.29 -0.19
C: -5.40 1.10 0.34
O: -6.55 0.72 0.45
C: -4.26 0.23 0.76
C: -4.44 -0.64 1.84
C: -3.40 -1.47 2.21
C: -2.22 -1.42 1.48
N: -2.05 -0.63 0.42
C: -3.05 0.18 0.08
H: -5.79 2.93 -0.45
H: -4.11 2.66 -0.15
H: -5.40 -0.66 2.34
H: -3.50 -2.16 3.04
H: -1.37 -2.05 1.74
H: -2.88 0.79 -0.80

E_LUMO, eV: -0.5
Energy above the lowest of the compared OMol25 structures with the same formula, charge and spin, kcal/mol: 0.0
Energy, a.u.: -3782.26463

---

Formula: C7H12O
Source: the OMol25 dataset
Level of theory: ωB97M-V/def2-TZVPD

Geometry (Å):
C: 1.24 0.83 2.17
C: 1.94 1.23 0.85
C: 1.66 0.35 -0.38
C: 0.34 -0.37 -0.42
C: -0.25 -0.77 -1.55
C: -1.66 -1.22 -1.63
C: -2.61 -0.85 -0.78
O: -3.87 -1.39 -0.84
H: 0.15 0.70 2.11
H: 1.34 1.70 2.82
H: 1.60 -0.13 2.53
H: 2.99 1.13 1.14
H: 1.70 2.26 0.64
H: 2.53 -0.32 -0.52
H: 1.77 0.93 -1.31
H: -0.25 -0.47 0.49
H: 0.24 -0.72 -2.51
H: -1.86 -1.93 -2.40
H: -2.46 -0.11 0.00
H: -4.54 -0.84 -0.40

E_LUMO, eV: 0.8
SMILES: CCC/C=C/C=C/O
Energy above the lowest of the compared OMol25 structures with the same formula, charge and spin, kcal/mol: 33.6
Energy, a.u.: -349.09515

---

Formula: C44H42FN7O4PSTi
Source: the OMol25 dataset
Level of theory: ωB97M-V/def2-TZVPD

Geometry (Å):
Ti: 16.36 10.35 13.63
C: 15.57 12.88 17.22
C: 15.70 12.34 15.82
N: 16.32 11.15 15.52
N: 16.65 10.34 16.57
C: 17.72 9.53 16.46
N: 18.10 8.97 17.64
S: 18.60 9.54 15.02
C: 15.43 13.10 14.67
C: 14.69 14.33 14.58
C: 14.34 14.83 13.36
C: 14.78 14.21 12.16
C: 15.54 13.07 12.30
N: 15.71 12.42 13.48
H: 14.91 12.25 17.90
H: 15.06 13.86 17.26
H: 16.61 13.09 17.63
H: 16.14 10.38 17.44
H: 17.60 9.27 18.49
H: 18.43 7.99 17.67
H: 14.53 14.93 15.46
H: 13.74 15.75 13.34
H: 14.61 14.57 11.19
H: 16.07 12.60 11.41
O: 15.94 8.29 13.83
C: 14.98 9.00 14.22
C: 13.86 8.51 14.89
C: 13.88 7.10 15.13
C: 12.78 6.45 15.62
C: 11.60 7.13 15.96
C: 11.60 8.53 15.75
C: 12.58 9.18 15.05
P: 12.24 10.79 14.25
C: 10.63 11.25 15.03
C: 10.69 12.33 16.00
C: 9.55 12.65 16.70
C: 8.31 12.09 16.43
C: 8.27 11.04 15.51
C: 9.41 10.65 14.77
C: 11.82 10.20 12.58
C: 12.24 8.93 12.09
C: 11.64 8.42 10.92
C: 10.80 9.22 10.15
C: 10.58 10.57 10.53
C: 11.06 11.02 11.72
H: 14.88 6.63 14.87
H: 12.82 5.41 15.87
H: 10.79 6.65 16.49
H: 10.76 9.06 16.27
H: 11.62 12.84 16.08
H: 9.61 13.30 17.64
H: 7.47 12.46 17.01
H: 7.39 10.36 15.40
H: 9.33 9.87 14.05
H: 13.12 8.44 12.48
H: 11.89 7.42 10.63
H: 10.35 8.90 9.19
H: 10.03 11.29 9.89
H: 10.71 12.00 12.06
F: 22.59 11.14 10.90
C: 21.57 10.25 10.58
C: 20.49 10.17 11.35
C: 19.35 9.42 10.92
C: 18.05 9.67 11.43
O: 17.96 10.51 12.48
C: 17.01 8.90 10.84
C: 17.34 7.85 9.97
N: 18.61 7.59 9.57
C: 18.84 6.39 8.83
C: 18.37 5.06 9.42
C: 19.83 5.46 9.51
C: 19.62 8.53 9.83
C: 20.79 8.55 9.09
C: 21.83 9.38 9.50
N: 23.04 9.35 8.80
C: 24.35 9.26 9.44
C: 25.47 8.52 8.72
N: 25.57 9.08 7.29
C: 24.25 8.86 6.63
C: 23.09 9.54 7.37
C: 15.58 9.35 10.93
O: 14.72 8.85 10.24
O: 15.35 10.26 11.92
H: 20.48 10.65 12.35
H: 16.50 7.34 9.46
H: 18.80 6.44 7.74
H: 18.09 4.31 8.69
H: 17.68 5.11 10.33
H: 20.44 5.01 8.71
H: 20.20 5.72 10.48
H: 20.92 7.86 8.25
H: 24.19 8.75 10.39
H: 24.68 10.37 9.62
H: 25.28 7.42 8.71
H: 26.40 8.78 9.28
H: 26.22 8.46 6.74
H: 25.82 10.11 7.26
H: 24.02 7.75 6.64
H: 24.35 9.28 5.63
H: 22.10 9.20 6.95
H: 22.95 10.63 7.08

E_LUMO, eV: -8.6
Energy above the lowest of the compared OMol25 structures with the same formula, charge and spin, kcal/mol: 12.2
Charge: +3
Energy, a.u.: -4074.13397